This record from the Open Molecules 2025 dataset describes a structure of composition C16H13ClN4O3STi in a non-equilibrium geometry. The level of theory is ωB97M-V with the def2-TZVPD basis set.

Computed properties:
**Orbital gap**: 6.7548 eV
**Largest force on an atom**: 2.92 eV/A
**Net charge**: +2
**Highest occupied orbital energy**: -14.85 eV
**Energy relative to the best compared isomer or geometry (same formula, charge and spin)**: 0.442 eV
**Spin multiplicity**: 1

Last column: Löwdin charge in e.
Atoms and positions in Å:
Ti (0.30, 0.37, -0.25)  0.9848
Cl (-0.60, -6.36, 2.03)  0.7785
C (-0.39, -4.86, 1.25)  -0.6430
C (-0.51, -4.79, -0.15)  -0.0149
C (-0.38, -3.59, -0.82)  0.0441
C (-0.11, -2.41, -0.11)  -0.2639
O (-0.04, -1.25, -0.71)  -0.2187
C (0.06, -2.47, 1.32)  -0.0959
C (0.38, -1.30, 2.04)  -0.0388
O (0.50, -0.14, 1.53)  -0.0709
C (-0.09, -3.72, 1.98)  -0.0028
H (-0.70, -5.69, -0.71)  0.1313
H (-0.47, -3.53, -1.89)  0.1398
H (0.54, -1.37, 3.13)  0.1722
H (0.04, -3.78, 3.05)  0.1331
O (0.95, 2.02, -0.08)  -0.2371
N (2.22, 2.42, -0.26)  -0.1335
C (2.58, 3.69, 0.04)  0.0348
C (3.87, 4.10, -0.17)  0.0065
C (4.82, 3.18, -0.63)  0.0093
C (4.43, 1.89, -0.91)  -0.0262
C (3.09, 1.52, -0.77)  -0.5659
S (2.44, -0.01, -1.24)  0.8750
H (1.81, 4.32, 0.46)  0.1569
H (4.14, 5.12, 0.02)  0.1324
H (5.84, 3.49, -0.76)  0.1349
H (5.13, 1.15, -1.27)  0.1307
N (-4.93, -0.39, -0.59)  0.1858
C (-3.91, 0.47, -0.55)  -0.3273
C (-2.57, 0.11, -0.87)  -0.0125
N (-1.58, 0.99, -0.77)  -0.0556
C (-1.89, 2.25, -0.42)  -0.0803
C (-3.21, 2.59, -0.13)  -0.0600
N (-4.18, 1.72, -0.15)  0.1656
H (-4.82, -1.35, -0.89)  0.1245
H (-5.84, -0.05, -0.33)  0.1350
H (-2.34, -0.90, -1.22)  0.1278
H (-1.09, 2.99, -0.40)  0.1114
H (-3.48, 3.60, 0.16)  0.1328



This record from the Open Molecules 2025 dataset describes a structure of composition C28H27CdN8O2S in a non-equilibrium geometry. The level of theory is ωB97M-V with the def2-TZVPD basis set.

Computed properties:
**Orbital gap**: 7.4716 eV
**Largest force on an atom**: 3.72 eV/A
**Net charge**: +1
**Highest occupied orbital energy**: -9.96 eV
**Spin multiplicity**: 1

Last column: Löwdin charge in e.
Atoms and positions in Å:
Cd (0.25, 0.30, -0.84)  1.4145
C (0.31, 2.50, -3.26)  -0.1065
N (-0.81, 1.98, -2.45)  -0.2306
C (-1.71, 1.16, -3.26)  -0.1272
C (-2.46, 0.11, -2.46)  -0.2829
C (-3.77, -0.22, -2.73)  -0.0146
C (-4.41, -1.22, -1.98)  -0.0456
C (-3.74, -1.92, -1.03)  -0.0346
C (-2.42, -1.53, -0.80)  -0.0802
N (-1.79, -0.58, -1.53)  0.0282
C (-1.50, 2.96, -1.61)  -0.1123
C (-0.53, 3.47, -0.59)  -0.2781
C (-0.62, 4.77, -0.13)  -0.0106
C (0.37, 5.24, 0.71)  -0.0463
C (1.39, 4.40, 1.07)  -0.0288
C (1.36, 3.09, 0.58)  -0.1435
N (0.41, 2.60, -0.20)  0.0345
C (1.23, 1.32, -3.60)  -0.2778
C (1.79, 1.29, -4.89)  0.0341
C (2.66, 0.21, -5.21)  -0.0273
C (3.00, -0.66, -4.24)  -0.0580
C (2.41, -0.55, -3.00)  -0.0856
N (1.52, 0.43, -2.66)  0.0132
H (-0.01, 3.04, -4.16)  0.1366
H (0.85, 3.20, -2.63)  0.1242
H (-2.44, 1.78, -3.81)  0.1370
H (-1.11, 0.60, -3.98)  0.1269
H (-4.31, 0.34, -3.54)  0.1381
H (-5.48, -1.50, -2.18)  0.1360
H (-4.20, -2.66, -0.46)  0.0958
H (-1.80, -2.04, -0.11)  0.0885
H (-1.98, 3.77, -2.15)  0.1308
H (-2.33, 2.47, -1.11)  0.1327
H (-1.52, 5.38, -0.31)  0.1325
H (0.29, 6.22, 1.17)  0.1178
H (2.18, 4.71, 1.75)  0.1187
H (2.18, 2.45, 0.91)  0.1109
H (1.42, 1.96, -5.62)  0.1019
H (3.07, 0.15, -6.16)  0.0986
H (3.72, -1.43, -4.47)  0.1215
H (2.68, -1.23, -2.17)  0.0871
N (-0.18, -3.68, 6.65)  0.1313
C (-0.29, -2.73, 5.66)  -0.2969
C (0.63, -1.65, 5.67)  -0.0314
C (0.59, -0.66, 4.73)  -0.0569
C (-0.29, -0.79, 3.65)  -0.3517
C (-1.22, -1.79, 3.60)  -0.0744
C (-1.21, -2.78, 4.59)  -0.0168
S (-0.16, 0.29, 2.31)  0.5668
O (0.80, 1.34, 2.53)  -0.3148
O (-1.47, 0.66, 1.85)  -0.3368
N (0.42, -0.60, 1.08)  -0.2270
C (1.19, -1.71, 1.07)  -0.4856
N (1.49, -2.12, -0.20)  0.0486
C (2.24, -3.21, -0.30)  -0.1490
C (2.64, -3.97, 0.80)  -0.0609
C (2.29, -3.45, 2.02)  -0.1311
N (1.65, -2.30, 2.17)  0.1443
H (0.47, -3.54, 7.37)  0.0821
H (-0.70, -4.50, 6.67)  0.0844
H (1.33, -1.53, 6.54)  0.1289
H (1.33, 0.10, 4.83)  0.1104
H (-1.98, -1.83, 2.80)  0.1224
H (-1.99, -3.57, 4.67)  0.1179
H (2.46, -3.52, -1.31)  0.1010
H (3.26, -4.86, 0.73)  0.1065
H (2.58, -3.93, 2.95)  0.1188



This record from the Open Molecules 2025 dataset describes a cluster of 2 separate species, C2H7NO3S2 in total in a non-equilibrium geometry. The level of theory is ωB97M-V with the def2-TZVPD basis set.

Computed properties:
**Orbital gap**: 9.4330 eV
**Largest force on an atom**: 4.52 eV/A
**Net charge**: 0
**Highest occupied orbital energy**: -9.02 eV
**Energy relative to the best compared isomer or geometry (same formula, charge and spin)**: 2.801 eV
**Spin multiplicity**: 1

Last column: Löwdin charge in e.
Atoms and positions in Å:
C (-2.20, 0.07, 0.25)  -0.1117
C (0.09, -0.27, -0.48)  -0.7912
N (-0.79, 0.56, 0.14)  -0.2126
O (1.99, 0.03, 1.40)  -0.1644
O (2.61, -0.62, -0.94)  -0.3081
O (1.88, 1.72, -0.35)  -0.3082
S (0.09, -2.06, -0.06)  0.7512
S (1.84, 0.27, -0.16)  0.5464
H (-2.81, 0.21, -0.66)  0.0724
H (-2.05, -0.99, 0.47)  0.0225
H (-2.81, 0.68, 1.08)  0.1228
H (-0.10, 0.09, -1.96)  0.2123
H (1.62, 0.84, 1.81)  0.1182
H (-0.80, 1.56, -0.13)  0.1341
H (1.45, -2.09, -0.43)  -0.0836